# C47H39F4HfN2O3P

C47H39F4HfN2O3P as an isolated structure in a non-equilibrium geometry (wB97M-V/def2-TZVPD, the Open Molecules 2025 dataset).

```
97
Properties=species:S:1:pos:R:3:forces:R:3:mulliken_charge:R:1
Hf 0.266721 -0.292384 0.284511 2.5 -1.5 1.1 0.930
C -6.594322 -3.556588 -0.879768 0.8 0.1 -2.2 -1.833
C -6.603599 -2.029735 -0.731848 0.0 0.0 0.1 0.624
C -7.405076 -1.310977 -1.787608 0.3 0.6 -1.3 -1.070
C -7.577458 0.183241 -1.453923 -0.8 0.3 -0.3 -0.770
C -6.328371 0.836213 -0.912146 -0.1 0.1 0.8 0.642
C -6.313526 2.213194 -0.652498 0.1 -1.4 -0.4 -0.859
C -5.129796 2.775447 -0.211969 1.7 0.7 0.7 0.033
F -5.080448 4.116716 0.055333 -0.3 -0.9 -0.1 -0.352
C -3.937855 2.056107 -0.039573 -1.0 -0.1 -0.5 -0.659
C -3.966061 0.678488 -0.349366 -0.3 0.0 0.7 -0.045
C -2.753163 -0.117607 -0.286893 1.3 1.7 -0.2 1.629
O -1.637363 0.563173 -0.273283 -2.2 -1.8 -0.1 -0.774
C -2.911282 -1.522150 -0.297389 0.2 -1.0 -0.8 -0.105
C -4.132026 -2.087243 -0.687142 -0.7 3.1 2.0 -0.790
N -5.285404 -1.337806 -0.704235 2.0 -1.7 -0.5 0.267
C -5.193959 0.047598 -0.603111 -0.7 0.4 -0.8 -0.018
C -1.810560 -2.546731 0.023548 -0.8 -0.5 -0.1 0.312
O -2.101957 -3.731475 -0.038028 0.3 0.8 0.0 -0.732
O -0.664540 -2.081052 0.422519 -0.5 -0.1 -0.4 -0.738
H -7.632118 -3.833376 -0.719856 0.1 -0.4 0.4 0.431
H -5.873008 -4.069650 -0.212646 -0.8 0.2 -0.3 0.522
H -6.390052 -3.855709 -1.979085 0.0 0.4 1.7 0.340
H -7.041216 -1.896528 0.256616 -0.1 0.6 0.2 0.219
H -8.372444 -1.756766 -1.996132 -0.2 -0.2 0.3 0.407
H -6.851778 -1.390202 -2.769039 -0.3 0.0 1.0 0.313
H -8.397923 0.332413 -0.696846 0.6 -0.2 -0.8 0.338
H -7.850123 0.712882 -2.415006 0.0 -0.4 1.1 0.375
H -7.233593 2.767007 -0.814018 0.3 0.2 0.0 0.515
H -3.001322 2.470917 0.344882 -0.5 0.1 -0.4 0.661
H -4.246702 -3.130022 -0.741527 0.2 -1.0 -0.2 0.662
N 2.106412 -0.962071 0.933442 -2.2 0.8 -0.1 -0.001
P 3.464190 -0.428280 1.431348 -0.6 0.7 -0.5 1.348
C 4.627912 -1.685264 1.100370 1.6 -0.4 -0.1 -0.017
C 4.248120 -3.020918 0.978398 0.5 -0.3 -0.9 -0.660
C 5.228315 -4.000737 0.789877 -1.8 -0.4 0.5 -0.457
C 6.535868 -3.651960 0.812406 1.9 -0.2 -0.4 -0.451
C 6.930441 -2.321796 0.808248 -0.2 1.0 0.7 -0.736
C 5.966282 -1.308514 0.919579 0.5 -1.2 0.8 -0.155
C 3.627166 0.219134 3.102989 -0.9 0.6 0.7 0.308
C 4.467434 -0.293763 4.086383 -0.5 -0.1 0.3 -0.375
C 4.475559 0.286467 5.364036 -0.7 1.2 -0.1 -0.628
C 3.605752 1.353199 5.702079 -0.3 -1.3 -0.6 -0.740
C 2.678479 1.777711 4.717562 1.5 0.5 0.6 -0.798
C 2.756886 1.309997 3.423518 0.5 -0.6 -0.6 -0.298
C 4.109309 0.962448 0.484010 0.7 0.3 -1.5 0.171
C 4.850441 2.052964 0.963338 -0.6 -0.7 -0.2 -0.089
C 5.329363 2.982727 0.061165 0.3 0.5 -1.0 -0.744
C 5.163444 2.850916 -1.320538 -1.4 -1.0 0.2 -0.691
C 4.389581 1.769584 -1.817255 0.9 -0.2 -0.3 -0.648
C 3.962054 0.803666 -0.931505 -0.7 0.3 1.4 -0.585
H 3.223885 -3.323312 0.839623 -0.4 0.3 0.6 0.431
H 4.929835 -5.058981 0.730513 0.2 0.6 -0.1 0.360
H 7.286567 -4.444068 0.779016 -0.1 0.3 0.0 0.357
H 7.974385 -2.031744 0.899130 -0.1 -0.2 -0.4 0.354
H 6.266222 -0.265614 1.027237 0.0 -0.3 -0.2 0.373
H 5.034332 -1.212904 3.904864 0.1 0.5 -0.1 0.398
H 5.190636 -0.045205 6.083097 0.3 -0.3 0.5 0.412
H 3.556770 1.746313 6.739977 0.2 -0.2 -1.0 0.341
H 2.068285 2.634701 4.939849 -0.4 0.1 0.0 0.514
H 2.170809 1.809466 2.632821 0.2 -0.6 0.5 0.468
H 5.079574 2.180107 2.016744 -0.3 0.0 0.0 0.452
H 5.828099 3.869493 0.416606 0.3 0.1 0.2 0.416
H 5.517379 3.602346 -1.996979 0.2 0.3 -0.2 0.403
H 4.172227 1.548111 -2.887860 0.4 0.7 0.8 0.330
H 3.360087 -0.031210 -1.297202 0.5 0.2 0.2 0.666
F 1.396712 -1.412937 -9.145496 0.3 0.7 0.9 -0.270
C 1.977759 -0.309657 -8.557136 0.8 -0.8 -3.0 0.951
F 1.535660 0.742305 -9.282096 0.2 -0.1 0.6 -0.259
F 3.340957 -0.441059 -8.921638 -1.8 0.3 1.2 -0.273
C 1.688580 -0.192695 -7.123724 0.1 -0.3 2.1 0.102
C 1.623993 1.058458 -6.467612 0.8 -0.1 -1.1 -0.794
C 1.511297 1.080804 -5.090851 -0.4 -0.1 -0.9 -0.328
C 1.442356 -0.073227 -4.320484 0.1 1.3 0.4 0.657
C 1.521074 -1.286119 -4.945648 -0.7 -1.5 0.1 -0.401
C 1.574645 -1.364465 -6.322068 0.5 0.6 -1.0 -0.695
C 1.256990 0.067570 -2.913792 -0.2 -0.3 1.4 0.298
C 1.101708 0.150909 -1.696002 -0.3 0.4 -2.1 -1.162
H 1.763723 2.019717 -7.031772 -0.4 -1.2 0.6 0.316
H 1.359657 2.012332 -4.629193 0.1 1.1 0.7 0.580
H 1.387638 -2.170184 -4.306994 0.3 0.2 -0.6 0.447
H 1.559623 -2.338201 -6.798103 0.1 0.1 0.0 0.411
C -1.153967 1.154114 5.438974 -0.7 -1.0 -0.3 -1.616
C -1.792995 1.560569 4.116340 0.6 0.3 -1.7 2.201
C -3.009379 0.727784 3.657050 -0.6 -1.1 0.8 -1.342
C -2.022834 3.097734 3.993961 0.3 -0.4 0.8 -1.451
C -0.843018 1.196750 3.049174 0.7 0.1 -1.0 -0.201
C -0.221163 0.828274 2.060303 -0.4 1.1 1.4 -0.599
H -1.907581 1.162457 6.210507 -0.2 -0.2 0.5 0.444
H -0.397208 1.849389 5.723271 0.7 0.5 0.1 0.319
H -0.682514 0.153713 5.327693 -0.4 0.6 0.3 0.310
H -3.831575 0.793650 4.375258 0.0 -0.1 0.1 0.450
H -2.730586 -0.349365 3.535901 -0.1 0.8 0.4 0.314
H -3.441161 0.974307 2.685024 0.4 0.6 0.0 0.097
H -2.766331 3.507727 4.709294 0.5 -0.3 -0.3 0.366
H -2.327716 3.325100 2.994700 -0.5 0.1 -0.7 0.288
H -1.046121 3.593842 4.103802 -0.4 0.0 0.3 0.341
```
Forces are in eV/Å.

The calculation puts the energy above the lowest of the compared OMol25 structures with the same formula, charge and spin at 68.8 kJ/mol. The calculation puts the LUMO energy at -0.0374 hartree. As for the total charge: 0. Its orbital gap is 6.961 eV.